[1]
{
  "formula": "C36H43CuNO2Si2Te",
  "method": "ωB97M-V/def2-TZVPD",
  "charge": -1,
  "homo_lumo_gap_ev": 6.43,
  "e_tot_ev": -111307.500,
  "largest_force_ha_per_bohr": 0.011,
  "species": ["Cu", "C", "C", "C", "C", "C", "O", "C", "C", "C", "C", "C", "C", "C", "O", "C", "C", "C", "N", "C", "C", "Te", "C", "C", "C", "C", "C", "C", "C", "C", "C", "C", "C", "C", "H", "H", "H", "H", "H", "H", "H", "H", "H", "H", "H", "H", "H", "H", "H", "H", "H", "H", "H", "H", "H", "H", "H", "H", "C", "Si", "C", "C", "C", "Si", "C", "C", "C", "H", "H", "H", "H", "H", "H", "H", "H", "H", "H", "H", "H", "H", "H", "H", "H", "H", "H", "H"],
  "positions_angstrom": [[0.3460, -0.0469, 0.1366], [-6.6561, -1.2142, -0.6372], [-5.1698, -1.2836, -0.4223], [-4.5196, -2.4857, -0.1595], [-3.1489, -2.5593, -0.0341], [-2.5776, -3.9087, 0.2119], [-3.0730, -4.6501, 1.0464], [-1.5291, -4.4552, -0.7043], [-0.5921, -5.3580, -0.2208], [0.2841, -5.9809, -1.0925], [0.2043, -5.7321, -2.4546], [-0.7351, -4.8364, -2.9416], [-1.5879, -4.1838, -2.0662], [-2.3048, -1.3940, -0.0941], [-1.0472, -1.5311, 0.0358], [-3.0044, -0.1322, -0.2255], [-4.3899, -0.1454, -0.4406], [-2.3697, 1.1784, -0.0601], [-1.1206, 1.3424, 0.1996], [-0.5855, 2.6581, 0.4990], [0.0440, 2.6637, 1.8830], [-1.3936, 2.6522, 3.4866], [-1.0826, 0.6695, 4.1393], [-1.3857, -0.3960, 3.3022], [-1.1424, -1.6970, 3.7139], [-0.6281, -1.9381, 4.9785], [-0.3515, -0.8778, 5.8273], [-0.5683, 0.4253, 5.4065], [-3.2683, 2.3785, -0.1824], [-3.2520, 3.1310, -1.3511], [-4.0618, 4.2496, -1.4777], [-4.8917, 4.6275, -0.4330], [-4.9119, 3.8793, 0.7357], [-4.1085, 2.7570, 0.8594], [-7.0915, -2.2126, -0.6411], [-6.9020, -0.7418, -1.5897], [-7.1510, -0.6405, 0.1488], [-5.0879, -3.4063, -0.0749], [-0.5587, -5.5622, 0.8395], [1.0326, -6.6615, -0.7093], [0.8883, -6.2215, -3.1352], [-0.7847, -4.6256, -4.0017], [-2.3060, -3.4627, -2.4338], [-4.8938, 0.7989, -0.6038], [-1.3323, 3.4566, 0.4269], [0.1999, 2.8607, -0.2387], [0.6593, 3.5508, 2.0179], [0.6701, 1.7827, 2.0188], [-1.7904, -0.2173, 2.3187], [-1.3541, -2.5157, 3.0402], [-0.4360, -2.9538, 5.2996], [0.0611, -1.0621, 6.8113], [-0.3150, 1.2535, 6.0547], [-2.5987, 2.8355, -2.1620], [-4.0419, 4.8273, -2.3925], [-5.5208, 5.5025, -0.5288], [-5.5558, 4.1703, 1.5554], [-4.1217, 2.1715, 1.7695], [2.7592, -0.3933, 3.0429], [2.9989, -1.1477, 1.3252], [2.1370, -2.8292, 1.2738], [4.8612, -1.5418, 1.2616], [2.3623, -0.0039, 0.0335], [2.7054, -0.2764, -1.7499], [4.5294, -0.2373, -2.2975], [2.0321, -1.9356, -2.3475], [1.9086, 1.1089, -2.7787], [3.2526, -0.9853, 3.8146], [1.7066, -0.3245, 3.3030], [3.1780, 0.6131, 3.0746], [2.2729, -3.3855, 2.2024], [2.5274, -3.4395, 0.4608], [1.0696, -2.7061, 1.0980], [5.1426, -2.2042, 2.0824], [5.4559, -0.6316, 1.3461], [5.1405, -2.0326, 0.3316], [2.6962, 1.0188, 0.2689], [5.1311, -0.9767, -1.7740], [4.9770, 0.7397, -2.1150], [4.6047, -0.4435, -3.3681], [2.7298, -2.7453, -2.1329], [1.8462, -1.9421, -3.4223], [1.0995, -2.1703, -1.8406], [2.3532, 2.0710, -2.5215], [0.8408, 1.1719, -2.5728], [2.0423, 0.9553, -3.8510]],
  "lowdin_charge": [0.265, -0.067, -0.279, 0.012, -0.094, -0.313, 0.085, -0.149, -0.023, -0.083, -0.097, -0.086, -0.020, -0.309, -0.084, -0.061, 0.004, -0.195, 0.032, -0.313, -0.472, 1.275, -0.568, -0.128, -0.063, -0.089, -0.102, -0.168, -0.225, -0.032, -0.084, -0.098, -0.078, -0.071, 0.067, 0.072, 0.073, 0.123, 0.117, 0.098, 0.096, 0.099, 0.120, 0.115, 0.097, 0.119, 0.039, 0.030, 0.074, 0.107, 0.100, 0.097, 0.080, 0.125, 0.098, 0.095, 0.101, 0.091, -0.182, 0.380, -0.177, -0.200, -0.433, 0.374, -0.196, -0.179, -0.196, 0.022, 0.001, 0.024, 0.023, 0.017, 0.004, 0.015, 0.020, 0.003, -0.003, 0.000, 0.017, 0.016, 0.022, 0.022, 0.010, 0.018, 0.006, 0.016]
}

***

[2]
{
  "formula": "C36H43F3N3O2P2S2Si2Sn",
  "method": "ωB97M-V/def2-TZVPD",
  "charge": 1,
  "homo_lumo_gap_ev": 7.94,
  "e_tot_ev": -116582.663,
  "relative_energy_kcal_mol": 0.00,
  "largest_force_ha_per_bohr": 0.019,
  "species": ["Sn", "C", "Si", "C", "C", "N", "P", "C", "P", "N", "Si", "C", "C", "C", "C", "C", "C", "C", "C", "C", "C", "C", "C", "C", "C", "C", "C", "C", "C", "C", "C", "C", "C", "C", "C", "C", "C", "C", "H", "H", "H", "H", "H", "H", "H", "H", "H", "H", "H", "H", "H", "H", "H", "H", "H", "H", "H", "H", "H", "H", "H", "H", "H", "H", "H", "H", "H", "H", "H", "H", "H", "H", "H", "H", "H", "H", "S", "C", "N", "C", "C", "S", "H", "H", "H", "H", "H", "F", "C", "F", "F", "C", "O", "O"],
  "positions_angstrom": [[-0.0675, -1.9374, -1.6974], [-0.6188, 2.6532, -3.6516], [-1.3022, 0.8996, -3.4664], [-3.1561, 0.9509, -3.6127], [-0.4417, -0.2764, -4.6264], [-0.8453, 0.2969, -1.8333], [-0.6668, 1.3901, -0.7286], [0.3969, 1.5008, 0.5360], [1.7539, 0.3755, 0.9178], [1.8602, -0.8322, -0.0961], [3.0719, -2.1068, 0.0467], [4.5417, -1.8106, 1.1753], [3.6824, -2.3956, -1.7002], [2.1762, -3.6336, 0.7176], [3.2205, 1.4156, 1.0528], [4.1348, 1.4345, 0.0018], [5.2361, 2.2757, 0.0569], [5.4190, 3.1035, 1.1563], [4.5025, 3.0983, 2.2009], [3.3998, 2.2593, 2.1506], [1.3703, -0.1607, 2.6090], [0.0432, -0.4344, 2.9413], [-0.2686, -1.0147, 4.1618], [0.7456, -1.3285, 5.0562], [2.0689, -1.0579, 4.7342], [2.3847, -0.4814, 3.5123], [-2.0882, 2.4562, -0.4721], [-2.0360, 3.8460, -0.3971], [-3.1864, 4.5506, -0.0794], [-4.3768, 3.8747, 0.1566], [-4.4280, 2.4888, 0.0707], [-3.2858, 1.7717, -0.2457], [0.3804, 2.8426, 1.2161], [1.1313, 3.8952, 0.6864], [1.0947, 5.1504, 1.2742], [0.3000, 5.3670, 2.3955], [-0.4423, 4.3237, 2.9305], [-0.4019, 3.0652, 2.3459], [-1.4072, 3.3572, -3.9319], [0.1652, 2.7055, -4.4122], [-0.1773, 3.0272, -2.7192], [-3.4622, 1.5164, -4.4992], [-3.5848, 1.4456, -2.7370], [-3.5890, -0.0485, -3.6841], [-0.5325, 0.0521, -5.6662], [-0.8711, -1.2822, -4.5581], [0.6220, -0.3352, -4.3780], [4.8519, -0.7640, 1.2166], [5.3945, -2.3889, 0.8056], [4.3310, -2.1410, 2.1958], [4.1424, -1.4922, -2.1130], [2.8587, -2.6820, -2.3594], [4.4293, -3.1973, -1.7344], [1.3500, -3.3272, 1.3688], [2.8533, -4.2533, 1.3145], [1.7761, -4.2726, -0.0757], [3.9721, 0.7823, -0.8506], [5.9477, 2.2885, -0.7588], [6.2804, 3.7597, 1.1995], [4.6406, 3.7540, 3.0515], [2.6781, 2.2562, 2.9597], [-0.7444, -0.1787, 2.2450], [-1.3004, -1.2344, 4.4081], [0.5042, -1.7844, 6.0094], [2.8585, -1.3004, 5.4345], [3.4166, -0.2630, 3.2652], [-1.1086, 4.3747, -0.5839], [-3.1465, 5.6312, -0.0077], [-5.2704, 4.4317, 0.4102], [-5.3587, 1.9660, 0.2521], [-3.3113, 0.6898, -0.3169], [1.7359, 3.7194, -0.1957], [1.6749, 5.9614, 0.8496], [0.2599, 6.3498, 2.8499], [-1.0629, 4.4946, 3.8011], [-0.9831, 2.2474, 2.7589], [-1.7746, -2.2173, 0.3496], [-2.3752, -3.8088, 0.3056], [-3.6540, -4.0884, 0.2460], [-4.0477, -5.4939, 0.3640], [-2.7924, -6.3133, 0.0726], [-1.3896, -5.2048, 0.4507], [-4.3316, -3.3593, 0.0819], [-4.8367, -5.7169, -0.3504], [-4.4215, -5.6762, 1.3720], [-2.6965, -6.5758, -0.9766], [-2.7223, -7.2042, 0.6892], [-3.8647, -3.8389, -4.9949], [-3.4789, -3.4072, -3.7992], [-3.2060, -2.0880, -3.9054], [-4.5481, -3.5142, -2.9645], [-2.2786, -4.2257, -3.2223], [-2.4447, -5.4314, -3.1512], [-1.2725, -3.5164, -2.8775]],
  "lowdin_charge": [1.201, -0.158, 0.378, -0.146, -0.191, -0.425, 0.918, -0.383, 0.788, -0.347, 0.304, -0.163, -0.189, -0.186, -0.313, -0.091, -0.062, -0.061, -0.057, -0.088, -0.275, -0.113, -0.066, -0.066, -0.058, -0.085, -0.318, -0.072, -0.049, -0.052, -0.060, -0.101, -0.341, -0.077, -0.064, -0.066, -0.059, -0.039, 0.043, 0.040, 0.000, 0.049, 0.017, 0.019, 0.051, 0.007, 0.032, 0.014, 0.043, 0.026, 0.028, -0.007, 0.040, 0.015, 0.036, 0.015, 0.099, 0.111, 0.111, 0.112, 0.115, 0.063, 0.109, 0.111, 0.112, 0.098, 0.107, 0.116, 0.114, 0.114, 0.095, 0.123, 0.112, 0.109, 0.111, 0.115, 0.552, -1.080, -0.024, -0.173, -0.363, 1.004, 0.151, 0.133, 0.126, 0.067, 0.087, 0.175, -0.523, 0.096, 0.120, -0.560, 0.084, -0.266]
}